C4H6O2 as an isolated structure, computed with ωB97M-V/def2-TZVPD.

Its net charge is 0. As for the orbital gap: 10.53 eV. The calculation puts the relative energy (zero: lowest compared OMol25 entry of this formula, charge and spin) at 50.3 kcal per mole. Its spin multiplicity is 1.

```
12
Properties=species:S:1:pos:R:3:forces:R:3
O 2.413074 -0.812316 0.279656 -0.440 0.345 0.200
C 1.585142 -0.043439 0.706414 0.206 -0.231 -0.243
C 0.520575 0.589127 -0.181995 0.163 0.064 -0.143
C -0.435021 -0.350612 -0.905122 -0.023 -0.124 -0.198
C -1.328156 -0.129947 0.310227 -0.174 -0.122 0.063
O -0.598331 1.111286 0.567263 -0.098 0.021 0.173
H 1.583907 0.279226 1.770494 -0.074 -0.036 -0.132
H 1.030657 1.328200 -0.814082 -0.151 0.092 0.216
H -0.139011 -1.321998 -1.297392 0.094 0.015 0.307
H -0.897014 0.256452 -1.686481 0.125 -0.319 -0.213
H -1.210874 -0.758710 1.198032 0.173 -0.347 -0.310
H -2.397594 -0.082981 0.071642 0.199 0.642 0.282
```
Positions in Å, forces in eV/Å.